No. 1
The following is a DFT calculation (the ωB97M-V functional and the def2-TZVPD basis) of 4 unconnected molecules or ions with the total composition C20H34BrClF3NO7P.

Results
HOMO level: -11.3214 eV
LUMO energy: -4.28 eV
Kohn-Sham gap: 7.046 eV
net charge: +1

Last column: Mulliken charge in e.
Cartesian coordinates (Å):
O  -1.709  -3.377  2.810  -0.513
P  -0.527  -4.015  1.873  0.266
Br  0.660  -5.214  3.285  -0.152
C  0.643  -2.517  1.741  -0.391
N  0.514  -2.079  0.329  0.032
C  -0.339  -1.119  0.211  0.266
Cl  -0.715  -0.507  -1.289  0.000
C  -0.873  -0.668  1.535  -0.916
C  0.248  -1.207  2.446  -0.156
C  0.062  -1.269  3.968  -0.554
C  1.314  -0.724  4.669  -0.638
C  1.105  -0.682  6.149  0.096
F  0.377  -1.685  6.676  -0.269
C  1.565  0.272  6.940  0.362
F  2.673  0.941  6.651  -0.211
F  0.992  0.737  8.026  -0.217
H  -2.567  -3.589  2.420  0.373
H  1.640  -2.835  2.037  0.574
H  0.984  -2.521  -0.456  0.248
H  -1.866  -1.066  1.746  0.337
H  -0.936  0.421  1.520  0.420
H  1.077  -0.515  2.247  0.635
H  -0.036  -2.315  4.250  0.289
H  -0.834  -0.736  4.283  0.441
H  2.192  -1.300  4.353  0.296
H  1.480  0.301  4.330  0.337
O  6.282  6.484  9.921  -0.541
C  5.605  5.587  9.509  0.706
O  6.202  4.604  8.794  -0.371
C  5.523  3.417  8.386  -0.536
C  4.751  3.614  7.096  -0.626
C  4.106  5.562  9.707  -0.862
H  4.889  3.037  9.189  0.385
H  6.314  2.684  8.237  0.340
H  3.964  4.361  7.210  0.265
H  4.296  2.678  6.781  0.117
H  5.423  3.962  6.311  0.320
H  3.651  6.192  8.943  0.235
H  3.893  5.990  10.683  0.300
H  3.659  4.573  9.663  0.303
O  0.059  -3.113  -3.900  -0.592
C  -0.052  -2.416  -4.879  0.770
O  0.389  -1.150  -4.813  -0.381
C  0.465  -0.280  -5.961  -0.597
C  -0.855  0.389  -6.267  -0.480
C  -0.738  -2.906  -6.130  -0.924
H  0.858  -0.825  -6.819  0.406
H  1.215  0.460  -5.688  0.333
H  -1.624  -0.336  -6.526  -0.063
H  -0.753  1.075  -7.104  0.397
H  -1.206  0.950  -5.399  0.246
H  -1.815  -2.804  -5.993  0.180
H  -0.497  -3.958  -6.254  0.369
H  -0.448  -2.382  -7.036  0.332
O  -3.092  1.294  -8.036  -0.517
C  -4.025  0.544  -8.130  0.815
O  -3.769  -0.772  -8.303  -0.377
C  -4.797  -1.773  -8.289  -0.396
C  -5.467  -1.923  -9.638  -1.056
C  -5.451  1.039  -8.133  -1.119
H  -5.514  -1.574  -7.492  0.380
H  -4.278  -2.694  -8.026  0.314
H  -5.978  -1.008  -9.938  0.281
H  -6.200  -2.730  -9.607  0.374
H  -4.725  -2.153  -10.402  0.324
H  -5.689  1.385  -9.139  0.291
H  -5.513  1.884  -7.452  0.328
H  -6.187  0.301  -7.830  0.366



No. 2
The following is a DFT calculation (the ωB97M-V functional and the def2-TZVPD basis) of 6 unconnected molecules or ions with the total composition C20H34Cl10NO2 in a non-equilibrium geometry.

Results
HOMO level: -12.1569 eV
LUMO energy: -4.27 eV
Kohn-Sham gap: 7.892 eV
net charge: +1

Last column: Mulliken charge in e.
Cartesian coordinates (Å):
C  -2.988  5.302  2.996  -1.422
C  -2.333  4.075  3.674  0.934
C  -2.954  3.750  5.043  -1.676
C  -0.775  4.181  3.756  -1.678
C  -0.190  3.392  2.619  0.349
C  -0.431  3.802  1.313  -0.086
C  0.066  3.058  0.258  0.521
C  -0.245  3.537  -1.138  0.044
O  0.404  4.371  -1.666  -0.435
O  -1.347  2.989  -1.705  -0.422
C  0.806  1.901  0.529  -0.493
C  1.024  1.548  1.830  -0.397
N  0.530  2.285  2.849  0.236
H  -2.254  6.024  2.639  0.350
H  -3.694  5.792  3.661  0.421
H  -3.532  4.975  2.109  0.303
H  -2.561  3.219  3.036  0.274
H  -2.376  2.945  5.495  0.425
H  -2.983  4.637  5.672  0.403
H  -3.959  3.372  4.863  0.404
H  -0.402  3.819  4.715  0.499
H  -0.452  5.213  3.632  0.439
H  -1.019  4.688  1.128  0.480
H  -1.277  2.030  -1.577  0.383
H  1.184  1.294  -0.281  0.585
H  1.594  0.673  2.108  0.322
H  0.695  2.007  3.811  0.218
Cl  2.271  0.115  4.688  -0.242
C  3.881  -0.659  4.526  -0.499
C  3.750  -2.098  4.108  0.097
Cl  3.033  -3.109  5.377  -0.155
H  4.399  -0.551  5.475  0.421
H  4.432  -0.103  3.769  0.269
H  4.736  -2.506  3.890  0.326
H  3.132  -2.195  3.217  -0.197
Cl  1.038  5.802  -7.363  -0.180
C  0.706  5.136  -5.746  -0.415
C  1.953  4.622  -5.075  -0.091
Cl  2.597  3.163  -5.872  -0.191
H  -0.040  4.351  -5.853  0.317
H  0.277  5.941  -5.152  0.277
H  1.728  4.347  -4.046  -0.055
H  2.738  5.374  -5.065  0.347
Cl  0.356  -3.987  3.285  -0.192
C  0.369  -4.643  1.624  -0.033
C  1.679  -4.374  0.932  -0.605
Cl  1.908  -2.631  0.581  -0.194
H  -0.475  -4.214  1.075  -0.145
H  0.208  -5.717  1.704  0.392
H  1.703  -4.894  -0.023  0.327
H  2.526  -4.706  1.528  0.388
Cl  -0.127  -4.425  -2.566  -0.195
C  -1.909  -4.483  -2.637  -0.286
C  -2.543  -3.955  -1.377  -0.497
Cl  -2.256  -5.032  0.017  -0.194
H  -2.201  -5.509  -2.836  0.152
H  -2.211  -3.872  -3.485  0.366
H  -3.621  -3.885  -1.509  0.376
H  -2.164  -2.967  -1.122  0.311
Cl  -1.778  -7.249  -4.555  -0.180
C  -0.380  -7.361  -5.659  -0.455
C  0.022  -6.015  -6.202  -0.268
Cl  -1.197  -5.345  -7.316  -0.186
H  -0.641  -8.054  -6.455  0.378
H  0.442  -7.788  -5.088  0.284
H  0.950  -6.111  -6.764  0.335
H  0.177  -5.295  -5.402  0.110